Molecular formula: C17H31N2O10
Method: DFT, the ωB97M-V functional and the def2-TZVPD basis

Atoms and positions in Å:
O -1.45600 -0.26215 4.45048
O 3.69731 -2.50317 2.39125
O 2.63497 1.77080 3.26342
O 2.33896 -3.31312 0.83701
O -2.04964 -0.73798 1.82530
O -0.70552 0.11972 -3.11476
O -0.80014 -0.63910 -0.87307
O -2.03032 -3.07671 -1.85165
O -4.39722 0.28415 -0.61981
O -4.42907 -1.89076 -2.46966
C -0.35173 -0.76182 4.27620
C 2.66698 -2.45174 1.67847
C 2.94893 0.58871 3.10655
N 4.20287 0.21607 2.82841
N 0.60654 -0.05932 3.68489
C -0.10416 -2.19986 4.68115
C 5.32786 1.12393 2.62826
C -0.27153 4.24655 -4.58978
C 0.55320 0.79529 -3.02581
C -1.84840 0.44112 1.02837
C -0.77439 -1.02684 -2.25628
C -0.42700 3.04197 -3.66261
C 0.58855 1.95126 -4.02408
C -1.94202 0.14823 -0.47674
C -2.02781 -1.84379 -2.59780
C -3.26492 -0.57267 -0.80535
C -3.29116 -1.04316 -2.26367
C 1.72988 -1.25116 1.85332
C 1.90873 -0.54454 3.21592
H -1.94635 -0.52830 2.78326
H -1.68210 -2.90504 -0.95005
H -5.17006 -0.16841 -1.00516
H -4.18359 -2.78254 -2.15028
H 4.35153 -0.78675 2.69210
H 0.41485 0.91470 3.50747
H -0.99588 -2.59256 5.16546
H 0.11719 -2.79215 3.79398
H 0.73654 -2.24193 5.36955
H 4.99093 2.01089 2.08866
H 5.72854 1.42558 3.59629
H 6.10489 0.62462 2.04753
H -0.99869 5.02024 -4.32521
H -0.43968 3.95273 -5.63066
H 0.73366 4.67043 -4.50186
H 0.71493 1.17729 -2.01203
H 1.36584 0.09763 -3.25448
H -0.86572 0.87099 1.24729
H -2.60613 1.18493 1.29389
H 0.10465 -1.65874 -2.42665
H -0.27390 3.36157 -2.62675
H -1.44434 2.64521 -3.74374
H 1.59532 2.37972 -4.02578
H 0.38460 1.56954 -5.02898
H -1.92060 1.10076 -1.01527
H -2.02119 -2.06395 -3.66984
H -3.36676 -1.44930 -0.15741
H -3.35343 -0.16939 -2.92122
H 0.70582 -1.61673 1.75825
H 1.89340 -0.53651 1.04428
H 2.29199 -1.26441 3.93944

Cartesian forces, eV/Å:
O -1.11 0.50 0.38
O 0.59 0.56 0.67
O -0.30 -0.15 -0.06
O -0.37 0.49 0.05
O 0.04 0.31 -0.63
O -0.01 -0.66 0.45
O -0.20 -0.46 -0.63
O 0.22 0.53 -0.07
O 0.17 0.06 0.15
O 0.00 0.11 -0.04
C 0.18 -0.72 0.08
C 0.11 -1.13 -0.89
C -0.29 0.89 0.40
N 0.43 -0.67 -0.28
N 1.54 0.57 -0.12
C 0.18 0.33 -0.14
C -0.81 -0.04 0.14
C -0.23 -0.01 0.21
C 0.15 0.11 -0.30
C 0.12 -0.53 0.52
C -0.35 0.88 0.20
C 0.25 0.03 -0.44
C -0.58 -0.19 0.59
C -0.48 -0.15 0.47
C 0.11 0.47 0.50
C -0.31 -0.19 -0.76
C 0.49 -0.84 0.36
C 0.08 -0.07 0.32
C -0.19 -0.37 -0.25
H -0.20 0.20 -0.65
H -0.14 0.04 -0.65
H 0.56 0.08 0.20
H 0.06 0.61 -0.10
H -0.24 -0.32 -0.03
H -0.08 0.13 -0.01
H 0.03 0.15 -0.06
H 0.16 -0.10 0.03
H 0.16 -0.19 -0.01
H 0.07 0.01 0.09
H 0.16 0.16 -0.04
H -0.15 -0.06 0.10
H 0.12 0.01 -0.14
H 0.05 0.09 0.07
H -0.10 0.00 -0.07
H -0.08 -0.08 0.01
H -0.05 -0.14 0.08
H 0.08 0.01 -0.13
H -0.03 0.05 -0.24
H 0.07 0.17 0.49
H -0.03 -0.10 -0.01
H 0.13 -0.01 0.10
H 0.00 -0.07 0.02
H 0.04 0.02 0.01
H -0.02 0.08 0.02
H 0.02 -0.30 0.22
H 0.14 0.06 0.07
H -0.21 -0.19 0.03
H 0.02 0.13 -0.03
H -0.03 -0.04 -0.12
H 0.06 -0.09 -0.09

Output
Orbital gap: 7.63 eV
LUMO: 2.611 eV
Charge: -1
Molar mass: 423.4 g/mol